A structure of composition C15H14AsCl6InO. Source: OMol25; level of theory: the ωB97M-V functional and the def2-TZVPD basis.

Geometry as XYZ:
```
38
C15H14AsCl6InO the ωB97M-V functional and the def2-TZVPD basis
In -0.18 -2.49 0.95
Cl -5.34 -0.93 5.41
C -4.00 -0.87 4.28
C -3.48 -2.06 3.75
Cl -4.18 -3.59 4.22
C -2.40 -2.01 2.85
Cl -1.79 -3.54 2.21
C -1.79 -0.77 2.43
O -0.81 -0.72 1.61
C -2.37 0.40 3.01
Cl -1.71 1.98 2.58
C -3.45 0.36 3.92
Cl -4.11 1.84 4.58
C 3.27 -0.94 -1.62
As 1.67 -1.28 -0.51
C 1.98 0.22 0.73
C 0.32 -0.52 -1.78
C 0.66 0.82 -2.38
C 1.01 0.91 -3.74
C 1.32 2.15 -4.31
C 1.28 3.31 -3.53
C 0.93 3.23 -2.18
C 0.61 1.99 -1.61
H 3.32 0.12 -1.93
H 3.23 -1.59 -2.52
H 4.18 -1.19 -1.03
H 2.33 1.12 0.20
H 2.78 -0.08 1.44
H 1.05 0.43 1.30
H -0.68 -0.47 -1.29
H 0.25 -1.28 -2.59
H 1.05 0.03 -4.36
H 1.59 2.21 -5.36
H 1.52 4.27 -3.97
H 0.89 4.13 -1.58
H 0.32 1.96 -0.57
Cl 1.50 -3.83 1.96
H -0.79 -3.33 -0.53
```

Summary:
Total charge: 0
Multiplicity: 1
Lowest unoccupied orbital energy: 0.030 eV
E_tot: -158976.0901 eV
HOMO level: -8.83 eV



The molecule C15H14BNO5. Source: OMol25; level of theory: the ωB97M-V functional and the def2-TZVPD basis.

Geometry as XYZ:
```
36
C15H14BNO5 the ωB97M-V functional and the def2-TZVPD basis
O -2.43 -0.50 -3.36
N -2.12 0.70 -3.30
O -2.81 1.63 -3.78
C -0.81 1.03 -2.77
C -0.63 2.10 -1.88
C 0.62 2.31 -1.33
C 1.64 1.40 -1.61
O 2.88 1.59 -0.97
C 2.80 1.53 0.44
C 2.54 0.12 0.96
C 2.44 0.18 2.55
O 1.13 -0.25 2.90
B 0.54 -0.54 1.67
C -0.86 -1.17 1.61
C -1.24 -2.07 2.57
C -2.45 -2.75 2.46
C -3.29 -2.47 1.41
C -2.93 -1.52 0.48
C -1.69 -0.89 0.57
O 1.28 -0.28 0.50
C 1.47 0.42 -2.59
C 0.23 0.24 -3.17
H -1.51 2.70 -1.64
H 0.85 3.05 -0.59
H 3.71 1.98 0.80
H 1.98 2.14 0.75
H 3.29 -0.63 0.58
H 3.19 -0.41 3.09
H 2.51 1.21 2.91
H -0.58 -2.23 3.38
H -2.74 -3.44 3.21
H -4.25 -2.94 1.39
H -3.56 -1.37 -0.38
H -1.46 -0.12 -0.16
H 2.27 -0.23 -2.79
H 0.01 -0.53 -3.89
```

Summary:
Total charge: 0
Multiplicity: 1
Lowest unoccupied orbital energy: -0.361 eV
Energy relative to the best compared isomer or geometry (same formula, charge and spin): 95.9 kcal/mol
E_tot: -28184.8592 eV
HOMO level: -9.34 eV



The molecule C15H14BrClN2O2S. Source: OMol25; level of theory: the ωB97M-V functional and the def2-TZVPD basis.

Geometry as XYZ:
```
36
C15H14BrClN2O2S the ωB97M-V functional and the def2-TZVPD basis
C 0.39 3.40 1.61
C 0.11 1.89 1.60
N 0.34 1.41 0.27
C 1.07 0.43 -0.03
N 1.72 -0.45 0.86
S 0.95 -1.25 2.13
O 1.09 -0.54 3.36
O 1.46 -2.58 2.05
C -0.77 -1.25 1.64
C -1.73 -0.77 2.51
C -3.06 -0.76 2.13
C -3.40 -1.24 0.88
Br -5.22 -1.22 0.34
C -2.44 -1.73 0.00
C -1.12 -1.74 0.39
C 1.25 0.14 -1.47
C 2.42 -0.42 -1.98
C 2.55 -0.67 -3.33
C 1.50 -0.38 -4.19
Cl 1.65 -0.71 -5.87
C 0.33 0.18 -3.70
C 0.21 0.44 -2.35
H -0.20 3.89 0.85
H 1.44 3.58 1.41
H 0.14 3.81 2.59
H -0.94 1.73 1.83
H 0.72 1.39 2.36
H 2.33 -1.12 0.41
H -1.41 -0.40 3.48
H -3.82 -0.39 2.80
H -2.73 -2.11 -0.97
H -0.35 -2.13 -0.26
H 3.26 -0.62 -1.33
H 3.46 -1.09 -3.73
H -0.48 0.41 -4.37
H -0.68 0.89 -1.94
```

Summary:
Total charge: 0
Multiplicity: 1
Lowest unoccupied orbital energy: -0.019 eV
E_tot: -116257.0744 eV
HOMO level: -9.25 eV



The molecule C15H14Cl2N2O2. Source: OMol25; level of theory: the ωB97M-V functional and the def2-TZVPD basis.

Geometry as XYZ:
```
35
C15H14Cl2N2O2 the ωB97M-V functional and the def2-TZVPD basis
O -2.07 4.15 1.88
C -1.10 3.53 1.61
C -1.12 2.30 0.87
C -0.06 1.60 0.47
N 1.19 2.20 0.46
C 1.27 3.50 1.02
C 0.21 4.23 1.57
O 0.27 5.50 2.08
C 2.40 1.57 -0.04
C 2.33 -0.07 -0.10
N 0.97 -0.53 -0.69
C 0.85 -1.75 -1.53
C -0.34 -2.53 -1.01
C -1.54 -2.43 -1.75
Cl -1.87 -1.58 -3.25
C -2.55 -3.30 -1.27
C -2.44 -4.09 -0.14
C -1.20 -4.11 0.57
C -0.20 -3.31 0.22
Cl 1.35 -3.54 0.98
C -0.20 0.34 -0.39
H -2.12 1.87 0.78
H 2.22 4.06 0.98
H -0.62 5.93 2.34
H 2.40 1.81 -1.09
H 3.26 1.90 0.49
H 3.17 -0.46 -0.68
H 2.43 -0.55 0.93
H 0.74 -1.53 -2.55
H 1.82 -2.25 -1.29
H -3.61 -3.32 -1.75
H -3.14 -4.77 0.24
H -1.23 -4.88 1.37
H -0.55 0.69 -1.36
H -0.94 -0.19 0.05
```

Summary:
Total charge: 0
Multiplicity: 1
Lowest unoccupied orbital energy: 0.504 eV
Energy relative to the best compared isomer or geometry (same formula, charge and spin): 88.1 kcal/mol
E_tot: -47899.3303 eV
HOMO level: -7.93 eV



A structure of composition C15H14Cl3N5O2RbSSe. Source: OMol25; level of theory: the ωB97M-V functional and the def2-TZVPD basis.

Geometry as XYZ:
```
42
C15H14Cl3N5O2RbSSe the ωB97M-V functional and the def2-TZVPD basis
Rb 1.10 0.52 -0.12
Cl -1.17 -4.23 6.14
C -0.81 -2.95 5.00
C -0.48 -1.68 5.49
C -0.20 -0.67 4.62
Cl 0.19 0.91 5.23
C -0.21 -0.83 3.18
O 0.06 0.13 2.41
C -0.58 -2.15 2.73
C -0.69 -2.52 1.33
O -0.48 -1.85 0.34
C -0.87 -3.17 3.66
H -0.44 -1.50 6.56
H -1.03 -3.57 1.20
H -1.14 -4.15 3.29
Se -2.41 0.91 -4.61
N -1.18 0.76 -5.88
C -0.03 0.62 -5.25
C 1.25 0.48 -5.89
C 2.33 0.36 -5.08
C 2.18 0.36 -3.65
N 1.05 0.47 -3.03
C -0.07 0.61 -3.81
N -1.27 0.75 -3.27
H 1.32 0.48 -6.97
H 3.31 0.25 -5.51
H 3.04 0.25 -3.00
Cl 3.90 1.95 -0.67
C 4.03 0.05 -0.73
H 4.63 -0.14 0.17
H 4.74 -0.05 -1.57
C -2.71 0.66 0.75
N -2.03 1.62 -0.10
C -1.32 2.67 0.32
N -1.05 2.71 1.64
S -0.80 3.87 -0.74
H -3.36 0.05 0.13
H -3.31 1.17 1.50
H -2.00 0.00 1.25
H -2.17 1.55 -1.10
H -0.90 1.84 2.16
H -0.43 3.45 1.90
```

Summary:
Total charge: -1
Multiplicity: 1
Lowest unoccupied orbital energy: 0.957 eV
Energy relative to the best compared isomer or geometry (same formula, charge and spin): 1.8 kcal/mol
E_tot: -141733.5732 eV
HOMO level: -3.58 eV



A structure of composition C15H14CrF9N3OS. Source: OMol25; level of theory: the ωB97M-V functional and the def2-TZVPD basis.

Geometry as XYZ:
```
44
C15H14CrF9N3OS the ωB97M-V functional and the def2-TZVPD basis
Cr 0.50 -0.09 -0.68
N 0.28 -2.33 -1.24
C 1.60 -2.98 -1.22
C 2.45 -2.35 -0.12
N 2.45 -0.89 -0.30
H -0.20 -2.56 -0.36
H -0.27 -2.69 -2.01
H 2.07 -2.82 -2.19
H 1.53 -4.06 -1.04
H 3.46 -2.77 -0.14
H 1.99 -2.56 0.84
H 3.05 -0.64 -1.08
H 2.83 -0.45 0.53
S 0.61 4.28 -1.44
C 2.20 3.89 -0.94
C 2.37 2.55 -0.72
C 1.20 1.77 -0.95
C 0.17 2.60 -1.35
C -1.10 2.03 -1.71
C -2.20 2.71 -2.24
C -3.30 2.00 -2.65
C -3.30 0.61 -2.51
C -2.20 0.01 -1.95
N -1.11 0.68 -1.55
H 2.94 4.67 -0.84
H 3.32 2.15 -0.39
H -2.17 3.79 -2.31
H -4.16 2.50 -3.08
H -4.15 0.02 -2.82
H -2.18 -1.06 -1.80
F -2.46 -2.00 2.07
C -2.00 -0.75 2.22
F -2.64 -0.19 3.25
F -2.37 -0.09 1.11
C -0.44 -0.74 2.34
O 0.12 -1.24 1.22
C 0.05 0.73 2.62
F -0.04 1.13 3.89
F -0.63 1.63 1.88
F 1.34 0.85 2.26
C -0.02 -1.62 3.57
F -0.55 -1.23 4.73
F 1.32 -1.59 3.70
F -0.36 -2.90 3.38
```

Summary:
Total charge: 0
Multiplicity: 5
Lowest unoccupied orbital energy (alpha / beta): 0.175 / -0.087 eV
Energy relative to the best compared isomer or geometry (same formula, charge and spin): 1.8 kcal/mol
E_tot: -86016.4235 eV
HOMO level (alpha / beta): -7.23 / -8.09 eV



- Look up the multiplicity of the third one.
  1



- Which of these has the lowest total charge?
  C15H14Cl3N5O2RbSSe